Model w:
The following is a DFT calculation (the ωB97M-V functional and the def2-TZVPD basis) of one molecule with the formula CH4N2O.

Calculated values
HOMO energy (eV): -10.323
Molecular weight (g mol⁻¹): 60.06
E_LUMO (eV): 0.9
SMILES: [H]/N=[N+](/C)[O-]

Cartesian coordinates (Å):
H  2.276  1.327  0.239
N  1.316  1.087  0.069
N  1.067  -0.112  -0.071
C  -0.571  -0.278  0.014
O  1.772  -1.119  -0.040
H  -0.467  -0.557  1.091
H  -1.010  0.717  -0.069
H  -1.028  -1.055  -0.685

Model x:
The following is a DFT calculation (the ωB97M-V functional and the def2-TZVPD basis) of one molecule with the formula CH4N2O.

Calculated values
HOMO energy (eV): -9.795
Molecular weight (g mol⁻¹): 60.06
E_LUMO (eV): 0.6
SMILES: CNN=O

Cartesian coordinates (Å):
C  -0.903  0.244  -0.035
N  0.310  -0.465  0.178
N  1.454  0.324  -0.351
O  2.540  -0.149  -0.189
H  -0.576  1.221  -0.394
H  -1.695  -0.192  -0.839
H  -1.525  0.326  0.992
H  0.395  -1.310  0.639

model x is favored, and the nearest alternative lies 12.7 kJ/mol above it.

Model w:
The following is a DFT calculation (the ωB97M-V functional and the def2-TZVPD basis) of a 2-piece molecular cluster, C4H8O3 overall.

Calculated values
HOMO energy (eV): -9.903
Molecular weight (g mol⁻¹): 104.10
E_LUMO (eV): 0.9

Cartesian coordinates (Å):
C  -2.198  -0.180  0.126
O  -0.884  0.364  0.271
C  -0.263  1.289  -1.680
O  -1.230  1.104  -2.258
C  0.303  -0.316  0.712
C  1.653  0.049  -0.001
O  2.654  -0.543  0.823
H  -2.283  -1.039  -0.557
H  -2.682  -0.435  1.080
H  -2.803  0.622  -0.326
H  0.468  -0.017  1.751
H  0.205  -1.406  0.660
H  1.730  -0.355  -1.023
H  1.809  1.133  -0.069
H  3.520  -0.270  0.490

Model x:
The following is a DFT calculation (the ωB97M-V functional and the def2-TZVPD basis) of a 2-piece molecular cluster, C4H8O3 overall.

Calculated values
HOMO energy (eV): -9.632
Molecular weight (g mol⁻¹): 104.10
E_LUMO (eV): -0.3
SMILES: C[C@@H](O)C(=O)C=O.[H][H]

Cartesian coordinates (Å):
C  -0.940  0.669  -0.997
C  -0.396  -0.658  -0.499
O  0.203  -1.320  -1.607
C  0.694  -0.502  0.559
O  0.737  -1.172  1.564
C  1.809  0.508  0.259
O  2.267  1.205  1.128
H  -1.706  0.484  -1.755
H  -1.381  1.244  -0.176
H  -0.146  1.264  -1.463
H  -1.195  -1.262  -0.048
H  0.367  -2.237  -1.351
H  2.163  0.561  -0.788
H  -1.385  0.949  2.577
H  -1.090  0.268  2.597

Model y:
The following is a DFT calculation (the ωB97M-V functional and the def2-TZVPD basis) of one molecule with the formula C4H8O3.

Calculated values
HOMO energy (eV): -10.458
Molecular weight (g mol⁻¹): 104.10
E_LUMO (eV): 0.8
SMILES: C[C@@H](O)COC=O

Cartesian coordinates (Å):
C  -0.819  1.131  -0.790
C  -0.574  0.380  0.505
O  -1.812  0.295  1.198
C  -0.084  -1.051  0.258
O  0.963  -1.142  -0.723
C  2.150  -0.648  -0.371
O  2.418  -0.135  0.686
H  -1.521  0.581  -1.426
H  0.115  1.270  -1.342
H  -1.245  2.113  -0.570
H  0.169  0.918  1.106
H  -1.627  0.099  2.124
H  -0.907  -1.637  -0.156
H  0.260  -1.511  1.192
H  2.858  -0.780  -1.202

Model z:
The following is a DFT calculation (the ωB97M-V functional and the def2-TZVPD basis) of a 2-piece molecular cluster, C4H8O3 overall.

Calculated values
HOMO energy (eV): -10.426
Molecular weight (g mol⁻¹): 104.10
E_LUMO (eV): 0.3
SMILES: O=CCC(=O)CO.[H][H]

Cartesian coordinates (Å):
O  -1.120  1.841  -0.666
C  -0.831  0.767  -1.133
C  -0.616  -0.477  -0.286
C  0.885  -0.680  -0.192
O  1.524  -1.178  -1.096
C  1.580  -0.143  1.039
O  2.962  -0.281  0.949
H  -0.660  0.629  -2.219
H  -1.055  -1.347  -0.784
H  -1.066  -0.323  0.699
H  1.281  0.914  1.150
H  1.180  -0.674  1.919
H  3.133  -0.693  0.085
H  -3.314  1.058  0.221
H  -3.884  0.587  0.312

model y is favored, and the nearest alternative lies 140.9 kJ/mol above it.

Model w:
The following is a DFT calculation (the ωB97M-V functional and the def2-TZVPD basis) of one molecule with the formula C4H8O3.

Calculated values
HOMO energy (eV): -10.236
Molecular weight (g mol⁻¹): 104.10
E_LUMO (eV): 0.6
SMILES: O=C(O)CCCO

Cartesian coordinates (Å):
O  0.479  2.333  0.200
C  -0.443  1.496  0.355
O  -1.860  1.558  0.276
C  -0.015  0.009  0.705
C  1.173  -0.585  -0.052
C  0.879  -1.850  -0.892
O  -0.208  -2.503  -0.378
H  -2.032  2.493  -0.001
H  -0.947  -0.459  0.682
H  0.442  0.070  1.739
H  1.677  0.158  -0.807
H  1.953  -0.894  0.698
H  0.987  -1.600  -1.898
H  1.790  -2.471  -0.843
H  -0.718  -2.823  -1.054

Model x:
The following is a DFT calculation (the ωB97M-V functional and the def2-TZVPD basis) of one molecule with the formula C4H8O3.

Calculated values
HOMO energy (eV): -9.893
Molecular weight (g mol⁻¹): 104.10
E_LUMO (eV): 0.6
SMILES: O=C(CO)CCO

Cartesian coordinates (Å):
O  0.331  -0.937  -1.660
C  -0.269  -0.180  -0.898
C  -1.682  -0.475  -0.535
O  -1.798  -1.829  -0.784
C  0.434  0.964  -0.314
C  1.221  0.407  0.856
O  0.911  0.707  2.198
H  -1.908  -0.259  0.521
H  -2.351  0.113  -1.189
H  -0.963  -1.888  -1.620
H  1.167  1.356  -1.029
H  -0.230  1.728  0.082
H  1.366  -0.677  0.879
H  2.245  0.776  0.758
H  1.527  0.195  2.736

model w is favored, and the nearest alternative lies 55.2 kJ/mol above it.